No. 1
{
  "formula": "C12H18N2P",
  "method": "the ωB97M-V functional and the def2-TZVPD basis",
  "orbital_gap_ev": 8.70,
  "de_lowest_kj_mol": 0.0,
  "fmax_ev_per_a": 3.7,
  "e_tot_ev": -24998.104,
  "smiles": "CCP(C)(C)=C1N=c2ccccc2=[N+]1C",
  "charge": 1,
  "symbols": ["C", "C", "C", "C", "C", "C", "C", "C", "C", "C", "C", "C", "N", "N", "P", "H", "H", "H", "H", "H", "H", "H", "H", "H", "H", "H", "H", "H", "H", "H", "H", "H", "H"],
  "xyz": [[4.707, 0.900, 0.878], [4.777, 0.054, -0.180], [3.493, 1.215, 1.393], [3.707, -0.621, -0.694], [2.351, 0.605, 0.857], [2.449, -0.345, -0.218], [0.353, -0.046, 0.415], [-1.899, 0.629, -2.251], [0.831, -1.781, -1.508], [-1.704, 1.856, 1.098], [-2.028, -0.872, 1.848], [-2.303, -0.140, -1.010], [0.980, 0.745, 1.220], [1.220, -0.749, -0.510], [-1.409, 0.172, 0.510], [5.585, 1.541, 1.103], [5.654, -0.251, -0.742], [3.424, 2.041, 2.055], [3.678, -1.460, -1.460], [-2.702, 0.502, -2.969], [-1.561, 1.720, -2.035], [-1.031, 0.293, -2.724], [-0.013, -1.365, -2.000], [1.698, -1.886, -2.144], [0.705, -2.679, -0.950], [-2.844, 1.932, 1.162], [-1.312, 2.657, 0.399], [-1.386, 1.955, 2.176], [-2.136, -1.943, 1.480], [-2.874, -0.504, 2.469], [-1.144, -0.853, 2.511], [-2.105, -1.133, -1.098], [-3.296, -0.044, -0.774]],
  "forces_ev_per_a": [[1.38, 2.20, 0.16], [0.89, -2.68, -2.38], [-1.19, 0.22, -0.14], [-1.41, -2.18, -1.70], [-1.19, -0.62, 0.08], [1.00, 2.27, 2.70], [1.11, -0.99, -1.87], [-0.10, 2.36, 0.85], [1.44, 1.50, 1.59], [-1.23, 0.64, 0.31], [0.65, -1.18, 0.12], [2.49, 2.00, 0.22], [2.21, 0.16, -0.34], [-3.23, 0.22, 0.61], [-0.76, 0.99, 0.96], [-0.63, -0.81, 0.23], [0.62, 0.63, 0.68], [-0.31, 0.32, 0.84], [1.10, 1.36, 0.73], [-0.08, 0.68, -0.15], [-1.41, -1.53, -0.39], [1.40, -1.15, -0.58], [-0.70, -0.42, -0.75], [-0.17, -0.09, -0.51], [-0.60, -0.91, -0.07], [1.35, -0.01, -0.36], [-0.31, -0.99, 1.09], [0.19, 0.03, -1.37], [-0.14, 1.33, 0.60], [0.33, -0.22, -0.96], [-0.35, -0.23, 0.00], [0.22, -3.28, -0.78], [-2.57, 0.37, 0.56]],
  "mulliken_charge": [-0.56, -0.52, -0.50, -0.82, 0.32, 1.07, -0.19, -1.16, -0.80, -1.19, -1.31, -0.91, -0.45, 0.24, 1.07, 0.33, 0.38, 0.43, 0.20, 0.38, 0.28, 0.33, 0.21, 0.32, 0.30, 0.40, 0.39, 0.36, 0.35, 0.41, 0.43, 0.66, 0.56]
}

No. 2
{
  "formula": "C12H18N6",
  "method": "the ωB97M-V functional and the def2-TZVPD basis",
  "orbital_gap_ev": 10.87,
  "de_lowest_kj_mol": 157.4,
  "fmax_ev_per_a": 6.0,
  "e_tot_ev": -21673.225,
  "smiles": "CC#N.CC#N.CC#N.CC#N.CC#N.CC#N",
  "symbols": ["C", "C", "N", "H", "H", "H", "C", "C", "N", "H", "H", "H", "C", "C", "N", "H", "H", "H", "C", "C", "N", "H", "H", "H", "C", "C", "N", "H", "H", "H", "C", "C", "N", "H", "H", "H"],
  "xyz": [[1.454, -2.149, -2.227], [1.180, -1.444, -3.490], [0.992, -0.964, -4.577], [0.557, -2.451, -1.685], [1.887, -1.351, -1.623], [2.193, -2.949, -2.262], [-3.498, 3.102, 0.163], [-3.566, 4.136, -0.881], [-3.558, 4.925, -1.709], [-3.334, 3.571, 1.133], [-2.796, 2.278, 0.035], [-4.403, 2.495, 0.147], [-1.491, -2.065, 0.042], [-2.838, -2.631, -0.049], [-3.907, -3.017, -0.105], [-0.774, -2.817, -0.289], [-1.295, -1.965, 1.109], [-1.169, -1.212, -0.555], [0.143, 0.979, 1.174], [1.334, 0.976, 0.262], [2.267, 0.965, -0.394], [0.384, 1.348, 2.171], [-0.250, -0.035, 1.237], [-0.573, 1.543, 0.576], [-1.861, -0.454, 3.739], [-2.723, -0.014, 2.637], [-3.421, 0.306, 1.747], [-0.963, 0.158, 3.652], [-1.676, -1.524, 3.641], [-2.442, -0.382, 4.658], [5.878, 0.354, -0.990], [5.301, -0.265, -2.199], [4.855, -0.778, -3.169], [5.158, 0.980, -0.463], [6.857, 0.798, -1.173], [6.097, -0.447, -0.284]],
  "forces_ev_per_a": [[0.20, 1.28, 0.43], [-0.90, 1.14, -5.45], [0.83, -2.16, 5.51], [0.02, -0.17, -0.55], [0.27, -0.09, 0.37], [-0.22, 0.05, -0.49], [-0.55, -0.32, -0.03], [0.63, -0.98, 0.37], [-0.15, 0.34, -0.20], [-0.18, -0.17, -0.02], [0.63, 0.63, -0.45], [-0.43, 0.51, 0.32], [0.73, -1.25, 0.36], [1.14, 1.30, -0.58], [-1.02, -0.58, 0.03], [-0.17, -0.40, 0.13], [0.16, 0.46, -0.08], [-1.04, 0.32, 0.16], [0.82, -0.35, -1.65], [-1.08, -0.23, 1.77], [0.72, -0.02, -0.61], [-0.09, 0.32, -0.35], [0.17, 0.08, 0.07], [-0.37, 0.34, 0.77], [-0.79, -0.10, -0.56], [-2.14, 0.55, -2.40], [2.06, -0.77, 2.44], [0.05, -0.29, 0.73], [0.37, 0.07, -0.24], [0.42, 0.52, 0.17], [-0.04, -0.95, 0.22], [-1.27, -1.31, -2.92], [1.51, 1.73, 3.43], [0.13, 0.34, -0.45], [-0.36, 0.41, -0.25], [-0.06, -0.25, -0.02]],
  "mulliken_charge": [0.00, 0.31, -0.44, -0.11, -0.06, 0.34, -0.46, 0.21, -0.33, 0.29, -0.03, 0.30, -0.47, 0.21, -0.38, 0.24, -0.01, 0.35, 0.01, 0.09, -0.37, 0.40, -0.26, 0.09, -0.76, 0.38, -0.42, 0.23, 0.30, 0.35, -0.78, 0.39, -0.41, 0.26, 0.30, 0.25]
}